3 unconnected molecules or ions with the total composition C3H12N2O2 in a non-equilibrium geometry, computed with ωB97M-V/def2-TZVPD.

Bonds (Å) are listed after each position.
CARTESIAN COORDINATES (ANGSTROEM)
1 H -1.49 1.73 -0.16  N2 1.008
2 N -1.49 0.83 -0.60  H1 1.008, C3 1.272
3 C -0.30 0.39 -0.71  N2 1.272, N4 1.364, H7 1.094
4 N 0.06 -0.68 -1.48  C3 1.364, C5 1.446, H8 1.010
5 C 1.45 -1.04 -1.63  N4 1.446, C6 1.551, H9 1.096, H10 1.085
6 C 1.81 -2.32 -0.83  C5 1.551, H11 1.093, H12 1.086, H13 1.089
7 H 0.50 0.92 -0.18  C3 1.094
8 H -0.50 -0.74 -2.32  N4 1.010
9 H 2.07 -0.27 -1.16  C5 1.096
10 H 1.72 -1.13 -2.68  C5 1.085
11 H 1.49 -3.19 -1.41  C6 1.093
12 H 1.29 -2.29 0.13  C6 1.086
13 H 2.88 -2.42 -0.66  C6 1.089
14 O -1.98 -1.02 1.86  H15 0.971, H16 0.947
15 H -2.10 -1.19 0.91  O14 0.971
16 H -2.80 -1.26 2.26  O14 0.947
17 O 0.45 3.63 2.38  H18 0.985, H19 0.982
18 H 0.29 2.99 3.12  O17 0.985
19 H 1.27 3.22 2.04  O17 0.982

The value obtained for the calculated total energy is -10380.2637 eV. As for the SMILES: [H]/N=C/NCC.O.O. As for the energy above the lowest of the compared OMol25 structures with the same formula, charge and spin: 124.1 kJ/mol.

Here are the Mulliken charges for atoms 1 to 6, given in e: atom 1 (H): 0.30, atom 2 (N): -0.69, atom 3 (C): 0.04, atom 4 (N): -0.22, atom 5 (C): -0.38, atom 6 (C): -1.04